(1)
Density functional theory data (wB97M-V/def2-TZVPD) for a structure of composition C16H11Cl5CuF5NO.

XYZ file:
```
40
Properties=species:S:1:pos:R:3:mulliken_charge:R:1
Cu 0.76580 -0.63087 0.31748 -0.8488
Cl 2.53128 4.59057 3.93192 -0.2190
Cl 2.51926 2.04151 -0.79934 -0.2364
Cl 3.26656 4.50029 0.91118 -0.2216
Cl 0.11846 -0.20125 3.48551 -0.1967
Cl 0.98327 2.21774 5.21858 -0.2198
F 1.94158 -4.52952 1.59063 -0.3188
F 2.66397 -2.83745 -0.35109 -0.3660
F 0.55967 -3.47616 -0.45098 -0.3339
F 0.32760 -3.22876 2.23130 -0.2543
F 2.39787 -2.57770 2.40520 -0.2457
O 1.30805 -0.97208 -2.75747 -0.4528
N -1.19093 -0.40094 -0.19004 0.5296
C 1.42286 -2.57972 0.22859 0.8027
C 2.07183 3.23183 2.97047 0.7252
C 1.31508 0.97495 1.37488 -2.2414
C -3.85583 0.38765 -0.01999 -0.3938
C -3.04913 0.81298 -1.05940 -0.7206
C -0.87053 0.90139 -2.26384 -0.1730
C -1.98780 -0.83058 0.79523 -0.2476
C 1.37713 2.16653 3.53536 -0.5819
C -0.83294 -0.05395 -3.46988 -0.6737
C 1.53375 -3.22954 1.60726 0.4934
C 0.01618 -1.29844 -3.22261 -0.5786
C 1.01276 1.08634 2.73444 1.6574
C 2.02294 2.06787 0.86977 1.9302
C -1.71718 0.40850 -1.12689 0.7301
C -3.30971 -0.45498 0.93313 -0.9625
C 2.39484 3.18333 1.61869 -0.4804
H 1.73109 -0.35433 -3.36222 0.2828
H -3.89402 -0.81615 1.76801 0.4251
H 0.07490 -1.88215 -4.15082 0.3504
H -1.27028 1.86091 -2.59646 0.4698
H -0.39563 0.48769 -4.31646 0.3243
H -0.42381 -1.92887 -2.45019 0.2035
H -1.52894 -1.50788 1.50614 0.3701
H 0.14457 1.04900 -1.90510 -0.4859
H -4.88908 0.70620 0.03722 0.3866
H -3.43901 1.47052 -1.82620 0.4064
H -1.84648 -0.35450 -3.75199 0.3652
```

## Properties
ΔE to the lowest compared entry with this formula, charge and spin: 6.3 kcal/mol
total charge: -1
F_max: 0.94 eV/A
LUMO energy: 2.62 eV
multiplicity: 1



(2)
Density functional theory data (wB97M-V/def2-TZVPD) for an isolated molecule of C16H11F3N2OS in a non-equilibrium geometry.

XYZ file:
```
34
Properties=species:S:1:pos:R:3:mulliken_charge:R:1
S -1.44837 2.73324 0.84200 -0.2324
F -0.25579 3.05725 -2.87777 -0.2549
F -1.81229 1.78007 -3.85974 -0.2714
F -2.20636 3.32352 -2.26311 -0.2189
O -1.30380 -0.43935 1.40509 -0.6243
N -0.85004 -0.11832 -1.97366 -0.2366
N -0.95996 -0.93993 -0.83168 0.1840
C 1.48258 3.16906 3.66220 -0.3275
C -0.90062 -3.06760 -1.96137 -0.4268
C -1.38057 2.33809 -2.63184 0.8288
C -0.07393 -3.07342 0.28529 -0.6369
C 2.62979 2.40857 1.78387 -0.5350
C 0.25668 -4.46020 0.05873 -0.2769
C 2.70413 2.68275 3.10521 -0.5644
C -0.65679 -2.36055 -0.77576 0.8413
C 1.33831 2.36305 1.05112 -0.3612
C 0.18193 2.81948 1.62594 0.5934
C -1.08867 1.28136 -1.55295 -0.0025
C -1.16642 1.28253 -0.17808 -0.3323
C -0.55138 -4.42975 -2.12136 -0.3826
C 0.21514 3.19302 2.97489 -0.5025
C 0.06926 -5.12009 -1.13268 -0.5869
C -1.15225 -0.12421 0.27677 0.6712
H 3.41338 2.13038 1.14692 0.4142
H 3.63222 2.63436 3.66596 0.3787
H -0.77850 -4.88260 -3.10603 0.3185
H -0.72623 3.38245 3.50068 0.3224
H -1.36430 -2.64332 -2.91307 0.1105
H -0.91749 -0.49728 -2.92388 0.2754
H 1.22538 3.36555 4.70701 0.2819
H 0.24008 -6.21131 -1.18457 0.3444
H 1.30906 1.91770 0.09081 0.3655
H 0.79036 -4.93345 0.96137 0.2424
H 0.10546 -2.56105 1.14370 0.6013
```

## Properties
F_max: 4.29 eV/A
LUMO energy: 0.04 eV
multiplicity: 1



(3)
Density functional theory data (wB97M-V/def2-TZVPD) for an isolated molecule of C16H11FN4OS in a non-equilibrium geometry.

XYZ file:
```
34
Properties=species:S:1:pos:R:3:mulliken_charge:R:1
S 1.75402 -1.30103 -2.82903 -0.1325
F -5.59530 -0.62739 3.08632 -0.2998
O -2.52754 0.43976 -2.81768 -0.6535
N -1.13348 0.90342 -1.04781 0.1800
N 6.03386 -0.64747 0.52668 -0.5961
N 1.15655 0.36683 -0.87957 -0.4258
N -3.63232 0.70241 -0.96571 -0.2196
C -1.15960 1.28268 0.35502 -0.9936
C 5.43274 -1.72575 -0.01580 -0.1963
C -2.42239 0.75979 -1.66561 0.3794
C 3.46660 -0.40421 -0.88321 0.5562
C 4.18540 -1.71881 -0.65160 -0.4708
C -3.22616 -0.25478 3.09427 -0.6746
C -4.63753 0.04573 1.05429 -0.4486
C -3.58184 0.57131 0.38868 0.1319
C -4.49135 -0.37635 2.38229 0.2213
C 0.13164 -0.51907 -2.74475 -0.4101
C 4.17779 0.69099 -0.25858 -0.5042
C -0.00756 0.22494 -1.59073 0.1356
C -2.14075 0.15245 2.43182 -0.6799
C 5.43082 0.55084 0.40204 -0.2485
C -2.30652 0.53538 1.07343 0.9299
C 2.19356 -0.25514 -1.48188 0.2953
H -0.30370 0.98748 0.92670 0.5540
H -0.70017 -0.59963 -3.44872 0.4919
H 3.74886 -2.62746 -0.96512 0.4129
H 5.96553 -2.71012 0.00094 0.3044
H 5.99858 1.41234 0.74978 0.3602
H -1.26558 2.40824 0.36567 0.1582
H -5.60116 0.01750 0.51620 0.3399
H -3.32198 -0.52247 4.07645 0.5257
H -1.07381 0.22465 2.72966 0.2987
H 3.82623 1.70179 -0.33753 0.3887
H -4.37342 0.31114 -1.57691 0.2894
```

## Properties
ΔE to the lowest compared entry with this formula, charge and spin: 48.9 kcal/mol
F_max: 6.44 eV/A
LUMO energy: -0.41 eV
multiplicity: 1



no.,total energy (eV),gap between HOMO and LUMO (eV),highest occupied orbital energy (eV)
1,-141149.6109,6.9,-4.26
2,-40783.3125,8.5,-8.48
3,-38329.5871,8.1,-8.46